No. 1
Below is a single C4H6O molecule at a distorted geometry, with properties calculated with ωB97M-V with the def2-TZVPD basis set.

```
11
C4H6O (ωB97M-V with the def2-TZVPD basis set)
C 0.6470 -0.3501 0.8462
C 1.3598 0.7063 0.5888
C -0.7566 -0.6075 0.3330
C -1.2844 0.6036 -0.5064
O -0.9393 0.2722 -1.7669
H 0.8758 -1.2126 1.5220
H 2.3809 0.8792 0.8397
H -0.6910 -1.6089 -0.2212
H -1.3523 -0.8402 1.1669
H 0.8982 1.2771 -0.3226
H -1.1381 0.8809 -2.4795
```

Results
**2S+1**: 1
**E_LUMO**: 0.73 eV
**Orbital gap**: 9.458 eV
**Total charge**: 0

---

No. 2
Below is a single C4H6ClPS molecule at a distorted geometry, with properties calculated with ωB97M-V with the def2-TZVPD basis set.

```
13
C4H6ClPS (ωB97M-V with the def2-TZVPD basis set)
C -0.2931 -2.3317 0.2974
C -0.2519 2.4344 0.1020
C -0.3569 -1.3898 -0.6433
C -0.2240 1.1881 0.5225
P 0.7176 -0.0329 -0.3104
S 2.1383 -0.2533 1.0256
Cl 1.1272 0.3199 -2.2110
H -0.8294 -3.2019 0.1876
H 0.3885 -2.3819 1.1659
H -0.7861 3.1531 0.6449
H 0.0074 2.8425 -0.8612
H -1.0088 -1.4325 -1.4635
H -0.6287 1.0860 1.5437
```

Results
**SMILES string**: C=CP(=S)(Cl)C=C
**2S+1**: 1
**E_LUMO**: 0.46 eV
**Orbital gap**: 8.998 eV
**Total charge**: 0

---

No. 3
Below is a molecular structure, C2H6OV at a distorted geometry, with properties calculated with ωB97M-V with the def2-TZVPD basis set.

```
10
C2H6OV (ωB97M-V with the def2-TZVPD basis set)
H 2.2090 -0.2643 -0.0832
C -1.3016 0.2638 0.0039
O 0.0780 0.4639 0.1958
C 0.9500 -0.6514 0.0173
H -1.7240 1.2761 -0.0529
H -1.5115 -0.2806 -0.9304
H -1.6703 -0.3264 0.8578
H 0.7074 -1.2005 -0.9063
H 0.8463 -1.2818 0.9153
V 1.4166 2.0012 -0.0171
```

Results
**2S+1**: 4
**⟨S²⟩**: 3.867
**E_LUMO (alpha / beta)**: 0.56 / 0.65 eV
**Orbital gap (alpha / beta)**: 6.506 / 5.673 eV
**Total charge**: 0

---

No. 4
Below is 2 unconnected molecules or ions with the total composition C14H27FNO4, with properties calculated with ωB97M-V with the def2-TZVPD basis set.

```
47
C14H27FNO4 (ωB97M-V with the def2-TZVPD basis set)
C 1.6782 -2.3413 0.5317
C 2.5926 -1.4065 -0.2824
C 2.6086 -1.7052 -1.7830
C 1.3619 -1.2944 -2.5880
C 0.7003 -0.0001 -2.1385
N -0.2000 -0.2297 -0.9672
C -0.4162 0.9391 -0.0304
C -1.7923 0.6684 0.6005
C -2.1644 -0.7563 0.1634
C -3.6524 -1.0783 0.2791
C -4.1657 -2.1393 -0.6846
O -3.6212 -3.4223 -0.4118
C -1.5690 -0.7681 -1.2427
H 1.1025 -1.8060 1.2936
H 2.2543 -3.0959 1.0632
H 0.9768 -2.8916 -0.1079
H 3.6156 -1.4933 0.0805
H 2.3304 -0.3609 -0.0836
H 2.7320 -2.7842 -1.9051
H 3.4908 -1.2504 -2.2364
H 1.6365 -1.1714 -3.6355
H 0.6197 -2.0992 -2.5755
H 1.4414 0.7352 -1.8246
H 0.0900 0.4500 -2.9212
H 0.2430 -0.9397 -0.3769
H -0.3901 1.8699 -0.5930
H 0.3905 0.9062 0.6955
H -1.7784 0.8086 1.6792
H -2.5297 1.3557 0.1816
H -1.5951 -1.4678 0.7746
H -4.2440 -0.1659 0.1562
H -3.8472 -1.4487 1.2868
H -5.2425 -2.2390 -0.5518
H -3.9986 -1.8579 -1.7316
H -2.7683 -3.5411 -0.8537
H -1.5032 -1.7163 -1.7716
H -2.0736 -0.0302 -1.8715
C 0.9865 4.3547 2.6630
C 2.4391 4.4417 2.2220
O 2.8924 3.1028 2.3889
C 1.8323 2.2747 2.3739
O 1.8870 1.0878 2.2848
O 0.6760 2.9723 2.4286
F 3.1668 5.2560 3.0053
H 0.9120 4.5609 3.7310
H 0.3050 4.9880 2.1052
H 2.5897 4.7291 1.1800
```

Results
**2S+1**: 1
**E_LUMO**: -2.35 eV
**Orbital gap**: 10.941 eV
**Total charge**: +1

---

Number 1: electronic energy -231.10264 Eh. Number 2: electronic energy -1355.71309 Eh. Number 3: electronic energy -1098.83095 Eh. Number 4: electronic energy -1005.01151 Eh.